Entry 1:
Computed, not measured: a 2-piece molecular cluster, C3H3N3O overall, with ωB97M-V/def2-TZVPD.

The geometry in XYZ format:
```
10
Properties=species:S:1:pos:R:3:forces:R:3
N 2.192 -0.015 0.400 -0.528 0.455 0.168
C 1.058 -0.306 0.054 0.642 -1.403 0.768
N 0.354 1.659 -0.788 -2.040 1.438 0.030
N -0.669 1.785 -0.397 1.842 0.992 -0.843
O -1.845 -0.296 1.349 -0.745 0.353 -0.261
C -1.474 -0.296 0.203 -0.215 -1.030 0.873
C -0.123 -0.875 -0.042 0.503 -0.280 -0.380
H 2.819 0.474 -0.225 0.070 -0.310 -0.347
H -2.162 -0.071 -0.647 0.391 0.000 0.319
H -0.111 -1.951 0.054 0.079 -0.214 -0.329
```
Positions in Å, forces in eV/Å.

Summary:
- Relative energy (zero: lowest compared OMol25 entry of this formula, charge and spin): 53.4 kcal per mole
- Total energy: -9675.1386 eV
- HOMO: -9.138 eV
- SMILES: N=C=CC=O.N#N

=====

Entry 2:
Computed, not measured: one molecule with the formula C3H7NOS, with ωB97M-V/def2-TZVPD.

The geometry in XYZ format:
```
13
Properties=species:S:1:pos:R:3:forces:R:3
O 0.474 3.045 1.613 -0.942 -1.227 -1.375
C 0.534 1.980 1.019 -1.318 0.900 0.587
N -0.295 1.339 0.061 -0.218 0.812 0.947
C 0.241 0.161 -0.522 1.411 -1.766 -1.059
C -0.494 -1.159 -0.039 1.011 0.084 -0.723
S 0.497 -2.604 -0.799 -1.092 0.718 0.510
H 1.338 1.317 1.278 0.916 -0.573 -0.225
H -1.322 1.369 -0.086 1.207 1.094 0.642
H 0.250 0.258 -1.689 -0.152 -0.523 2.070
H 1.329 0.051 -0.217 -1.174 0.280 -0.478
H -0.502 -1.271 1.116 -0.346 0.353 -2.150
H -1.459 -1.154 -0.597 0.339 -0.285 1.157
H -0.592 -3.331 -1.138 0.359 0.132 0.099
```
Positions in Å, forces in eV/Å.

Summary:
- Relative energy (zero: lowest compared OMol25 entry of this formula, charge and spin): 35.1 kcal per mole
- Total energy: -17596.4089 eV
- HOMO: -9.540 eV
- SMILES: O=CNCCS

=====

> Number 1 is which compound?

C3H3N3O

=====

> Which formula does entry 2 have?

C3H7NOS

=====

Copy entry 2 word for word.
Computed, not measured: one molecule with the formula C3H7NOS, with ωB97M-V/def2-TZVPD.

The geometry in XYZ format:
```
13
Properties=species:S:1:pos:R:3:forces:R:3
O 0.474 3.045 1.613 -0.942 -1.227 -1.375
C 0.534 1.980 1.019 -1.318 0.900 0.587
N -0.295 1.339 0.061 -0.218 0.812 0.947
C 0.241 0.161 -0.522 1.411 -1.766 -1.059
C -0.494 -1.159 -0.039 1.011 0.084 -0.723
S 0.497 -2.604 -0.799 -1.092 0.718 0.510
H 1.338 1.317 1.278 0.916 -0.573 -0.225
H -1.322 1.369 -0.086 1.207 1.094 0.642
H 0.250 0.258 -1.689 -0.152 -0.523 2.070
H 1.329 0.051 -0.217 -1.174 0.280 -0.478
H -0.502 -1.271 1.116 -0.346 0.353 -2.150
H -1.459 -1.154 -0.597 0.339 -0.285 1.157
H -0.592 -3.331 -1.138 0.359 0.132 0.099
```
Positions in Å, forces in eV/Å.

Summary:
- Relative energy (zero: lowest compared OMol25 entry of this formula, charge and spin): 35.1 kcal per mole
- Total energy: -17596.4089 eV
- HOMO: -9.540 eV
- SMILES: O=CNCCS

=====

> Which of these has the highest total energy?

C3H3N3O